Record 1
{
  "formula": "C21H27AsBN6O6STi",
  "method": "ωB97M-V with the def2-TZVPD basis set",
  "e_above_lowest_kj_mol": 65.8,
  "e_homo_ev": [-1.6, -5.8],
  "largest_force_ev_per_a": 2.1,
  "multiplicity": 3,
  "charge": -1,
  "s_squared": 2.0061,
  "species": ["Ti", "C", "C", "C", "C", "C", "N", "N", "B", "N", "N", "C", "C", "C", "C", "C", "N", "N", "C", "C", "C", "C", "C", "H", "H", "H", "H", "H", "H", "H", "H", "H", "H", "H", "H", "H", "H", "H", "H", "H", "H", "H", "H", "H", "H", "O", "As", "O", "O", "C", "C", "C", "C", "C", "C", "S", "O", "O", "O", "H", "H", "H", "H", "H"],
  "xyz": [[-0.3395, 0.5470, 0.2671], [3.0120, 2.0688, -0.6093], [2.7823, 0.5970, -0.5005], [3.4982, -0.4457, -1.1047], [2.8608, -1.6050, -0.7022], [3.1307, -3.0236, -1.0839], [1.8486, -1.2487, 0.1043], [1.7949, 0.1020, 0.2335], [0.8511, -2.1000, 0.9533], [0.5284, -1.3121, 2.2550], [-0.0895, -0.0890, 2.1985], [-0.3135, 0.2780, 3.4540], [-1.0138, 1.5484, 3.8019], [0.1634, -0.7102, 4.3382], [0.6822, -1.6986, 3.5374], [1.3200, -2.9959, 3.9124], [-0.5110, -2.3075, 0.1980], [-1.4203, -1.2927, 0.2663], [-2.5973, -1.8061, -0.0564], [-3.8610, -1.0163, 0.0378], [-2.4499, -3.1706, -0.3721], [-1.1106, -3.4452, -0.1988], [-0.3559, -4.7112, -0.4396], [4.0189, 2.2668, -0.9784], [2.8784, 2.5552, 0.3554], [2.2955, 2.5224, -1.2983], [4.3501, -0.3650, -1.7622], [4.1671, -3.1327, -1.4035], [2.4893, -3.3268, -1.9149], [2.9442, -3.7046, -0.2534], [1.3397, -3.1712, 1.2152], [-1.2931, 2.1155, 2.9145], [-0.3796, 2.1896, 4.4187], [-1.9232, 1.3398, 4.3708], [0.1266, -0.6991, 5.4167], [1.3766, -3.0728, 4.9983], [2.3295, -3.0776, 3.5054], [0.7496, -3.8468, 3.5344], [-3.6527, 0.0496, 0.0555], [-4.3973, -1.2888, 0.9510], [-4.5124, -1.2248, -0.8120], [-3.2193, -3.8573, -0.6899], [-1.0494, -5.5070, -0.7101], [0.2054, -5.0214, 0.4430], [0.3592, -4.5890, -1.2553], [-2.7161, 0.6170, -2.4374], [-1.0295, 1.0134, -2.7779], [-0.8930, 0.5777, -4.3542], [-0.0417, 0.2369, -1.6767], [-0.8677, 2.9479, -2.6254], [-0.5218, 3.5769, -3.8141], [-0.2649, 4.9417, -3.8404], [-0.3438, 5.6814, -2.6880], [-0.6934, 5.0685, -1.4908], [-0.9601, 3.7088, -1.4688], [-1.2081, 2.9834, 0.1331], [0.1339, 2.5354, 0.5894], [-1.8206, 3.9681, 0.9698], [-2.0002, 1.7460, -0.0432], [-3.0147, 0.3191, -3.3067], [-0.4658, 2.9658, -4.7075], [0.0051, 5.4231, -4.7728], [-0.1362, 6.7444, -2.7110], [-0.7748, 5.6278, -0.5686]]
}

Record 2
{
  "formula": "C10H17FO7S2",
  "method": "ωB97M-V with the def2-TZVPD basis set",
  "e_homo_ev": -9.9,
  "largest_force_ev_per_a": 5.6,
  "multiplicity": 1,
  "charge": 0,
  "smiles": "O=C1OC(=O)C(S(=O)(=O)F)=C1S.CC(C)O.CC(C)O",
  "species": ["O", "C", "O", "C", "O", "C", "S", "O", "O", "F", "C", "S", "H", "C", "C", "C", "O", "H", "H", "H", "H", "H", "H", "H", "H", "C", "C", "C", "O", "H", "H", "H", "H", "H", "H", "H", "H"],
  "xyz": [[2.8226, 0.1736, -3.2346], [2.2771, 1.0390, -2.5191], [0.9880, 1.0156, -1.8830], [1.1903, 1.7579, -0.6599], [0.5590, 1.5441, 0.3835], [2.3765, 2.7826, -0.9823], [2.8945, 4.3047, -0.0326], [4.4016, 4.3479, 0.0486], [2.2919, 5.5618, -0.5829], [2.3770, 3.9986, 1.5542], [3.0743, 2.3825, -2.1561], [4.4921, 3.2112, -2.9804], [5.5934, 2.3665, -3.0391], [-2.9847, 0.9085, -0.4519], [-3.1029, -0.2027, -1.4834], [-2.4923, -1.4980, -0.9725], [-2.4413, 0.1919, -2.6839], [-1.9349, 1.1188, -0.2231], [-3.4166, 1.8370, -0.8361], [-3.4973, 0.6421, 0.4762], [-4.1560, -0.3643, -1.7304], [-1.4267, -1.3711, -0.7618], [-2.5736, -2.2850, -1.7275], [-2.9904, -1.8359, -0.0597], [-1.5085, 0.3371, -2.4752], [-0.5099, -1.5440, 3.0414], [-0.6261, -2.6569, 2.0117], [-0.0165, -3.9521, 2.5246], [0.0367, -2.2632, 0.8120], [0.5396, -1.3330, 3.2715], [-0.9415, -0.6166, 2.6548], [-1.0238, -1.8091, 3.9690], [-1.6785, -2.8192, 1.7633], [1.0500, -3.8245, 2.7369], [-0.0968, -4.7393, 1.7702], [-0.5157, -4.2894, 3.4367], [0.9692, -2.1170, 1.0208]]
}

Record 3
{
  "formula": "C5H8N2",
  "method": "ωB97M-V with the def2-TZVPD basis set",
  "e_above_lowest_kj_mol": 424.8,
  "e_homo_ev": -9.0,
  "largest_force_ev_per_a": 1.4,
  "multiplicity": 1,
  "charge": 0,
  "species": ["C", "N", "C", "C", "C", "C", "N", "H", "H", "H", "H", "H", "H", "H", "H"],
  "xyz": [[1.0969, -1.8603, -0.0820], [1.5278, -0.5767, -0.5828], [0.6597, 0.5242, -0.8378], [-0.5053, 0.7376, 0.1317], [-1.9744, 1.0060, -0.0684], [0.3888, 0.7747, 1.1214], [1.6077, 0.6530, 0.2319], [0.2390, -1.8184, 0.5996], [1.9610, -2.3117, 0.4114], [0.8450, -2.4636, -0.9631], [0.7748, 1.0694, -1.7654], [-2.5725, 0.1240, 0.1850], [-2.1592, 1.2677, -1.1140], [-2.2815, 1.8392, 0.5716], [0.4018, 1.0325, 2.1796]]
}

Record 4
{
  "formula": "C22H31N3OS2",
  "method": "ωB97M-V with the def2-TZVPD basis set",
  "e_above_lowest_kj_mol": 2197.1,
  "e_homo_ev": -7.0,
  "largest_force_ev_per_a": 17.3,
  "multiplicity": 1,
  "charge": 0,
  "species": ["C", "H", "O", "C", "C", "C", "C", "C", "C", "H", "H", "N", "C", "N", "C", "H", "C", "H", "C", "N", "C", "H", "H", "C", "C", "C", "C", "H", "C", "H", "H", "H", "H", "H", "H", "H", "H", "H", "H", "H", "H", "H", "C", "C", "C", "C", "C", "S", "H", "H", "H", "H", "H", "S", "H", "H", "H", "H", "H"],
  "xyz": [[-8.8561, -0.2323, -0.1696], [-8.6766, 0.4972, -1.0621], [-7.7506, -1.1277, -0.3879], [-6.5497, -0.8665, -0.2854], [-5.6343, -2.0336, -0.5097], [-4.3714, -1.6627, -0.2059], [-3.9631, -0.3947, 0.1117], [-4.8344, 0.7723, -0.1082], [-6.2183, 0.4963, -0.1744], [-6.8246, 1.2440, -0.0229], [-4.5544, 1.9706, 0.1658], [-2.5949, 0.0410, -0.1017], [-1.7658, 0.7175, 0.5571], [-0.4237, 0.9817, 0.5130], [0.1871, 0.0702, -0.6698], [1.0682, 0.5365, -0.6908], [0.5697, -1.5019, -0.0221], [0.5116, -2.0516, -0.8635], [2.0019, -1.2974, 0.5688], [2.9063, -0.7715, -0.0737], [3.9013, -0.0750, 0.4342], [3.3152, 0.8203, 1.2291], [4.5813, 0.5281, -0.1601], [4.7401, -0.8324, 1.6859], [6.0538, -1.3476, 0.6600], [5.9641, -2.0524, -0.5252], [4.5308, -2.9028, -0.7868], [4.6642, -3.2776, -1.6303], [3.3768, -1.7314, -1.1066], [3.9182, -1.1001, -1.9315], [2.6208, -2.1180, -1.7058], [4.1492, -3.2924, -0.0317], [6.0637, -1.2360, -1.2241], [6.6458, -2.9407, -0.7077], [6.3506, -2.3876, 1.5705], [6.8991, -0.5735, 0.9135], [5.1445, -0.2224, 2.1565], [4.1728, -1.6380, 2.2191], [1.8157, -0.7991, 1.5832], [1.9829, -2.3276, 0.9877], [-0.1429, -1.7879, 0.7795], [-0.5701, 0.1335, -1.1994], [0.2939, 1.8292, 1.1822], [0.6559, 2.8922, 0.2955], [-0.2037, 4.1464, -0.1149], [0.6546, 4.9232, -0.9635], [1.8290, 4.4983, -1.2787], [2.3538, 2.9887, -0.5331], [2.4538, 5.1905, -2.0924], [-0.1124, 5.9475, -1.2577], [-1.0557, 4.2571, 0.3258], [-0.1351, 2.2626, 1.9796], [1.5001, 1.4406, 1.3706], [-2.4431, 1.8909, 1.8048], [-1.8403, -0.9036, -0.2402], [-3.5537, -2.2826, -0.1250], [-6.0294, -2.9274, -0.5781], [-9.9352, -0.7550, -0.2881], [-8.8371, 0.3749, 0.7345]]
}

Record 5
{
  "formula": "C26H20N6S2Ti",
  "method": "ωB97M-V with the def2-TZVPD basis set",
  "e_above_lowest_kj_mol": 84.7,
  "e_homo_ev": -14.0,
  "largest_force_ev_per_a": 0.3,
  "multiplicity": 1,
  "charge": 2,
  "species": ["Ti", "C", "S", "C", "S", "N", "N", "C", "C", "C", "C", "C", "C", "N", "H", "H", "H", "H", "H", "H", "H", "H", "C", "C", "N", "C", "C", "C", "C", "C", "C", "C", "N", "C", "C", "C", "C", "C", "C", "C", "C", "N", "C", "H", "H", "H", "H", "H", "H", "H", "H", "H", "H", "H", "H"],
  "xyz": [[-0.7905, -0.1763, 0.7463], [1.2722, -4.6735, 2.1239], [-0.4745, -4.2312, 2.1011], [-0.4001, -2.5234, 2.1972], [-1.9485, -1.6798, 2.2315], [0.7506, -1.8940, 2.2382], [0.5140, -0.5455, 2.2642], [1.0521, 0.2843, 3.0541], [0.5320, 1.6425, 2.8920], [0.9704, 2.7016, 3.6581], [0.3654, 3.9429, 3.4904], [-0.6534, 4.0613, 2.5662], [-1.0269, 2.9479, 1.8259], [-0.4573, 1.7507, 1.9667], [1.2992, -5.7593, 2.0594], [1.7902, -4.2349, 1.2747], [1.7298, -4.3494, 3.0546], [1.7767, 0.0006, 3.8100], [1.7636, 2.5549, 4.3783], [0.6827, 4.7933, 4.0784], [-1.1666, 4.9994, 2.4115], [-1.8213, 3.0313, 1.0975], [-1.9257, -3.8379, -1.6210], [-2.0337, -2.6842, -0.8317], [-1.0358, -1.8318, -0.6637], [0.1483, -2.1028, -1.2948], [0.3683, -3.2625, -2.0483], [-0.7260, -4.1402, -2.2094], [1.6525, -3.4532, -2.6196], [2.6273, -2.5149, -2.4402], [2.3887, -1.3303, -1.7019], [1.1593, -1.1247, -1.1435], [0.6772, -0.0027, -0.4274], [0.6843, 1.2852, -1.0210], [1.7719, 1.9633, -1.5092], [1.6062, 3.2028, -2.1658], [0.3721, 3.7606, -2.3363], [-0.7708, 3.1032, -1.8232], [-2.0961, 3.5703, -1.9806], [-3.1482, 2.8506, -1.4713], [-2.8835, 1.6778, -0.7509], [-1.6566, 1.2167, -0.5792], [-0.5965, 1.8851, -1.1476], [-2.7863, -4.4815, -1.7291], [-2.9551, -2.4690, -0.3078], [-0.6084, -5.0404, -2.7998], [1.8459, -4.3453, -3.2007], [3.6054, -2.6664, -2.8755], [3.1862, -0.6112, -1.5843], [2.7646, 1.5479, -1.4125], [2.4813, 3.7051, -2.5545], [0.2550, 4.6957, -2.8677], [-2.2715, 4.4948, -2.5171], [-4.1703, 3.1765, -1.5966], [-3.6898, 1.1199, -0.2882]]
}

Record 6
{
  "formula": "C30H37N2O4SSnTe",
  "method": "ωB97M-V with the def2-TZVPD basis set",
  "e_above_lowest_kj_mol": 47.9,
  "e_homo_ev": [-13.9, -13.9],
  "largest_force_ev_per_a": 0.9,
  "multiplicity": 2,
  "charge": 2,
  "s_squared": 0.7618,
  "species": ["Sn", "N", "C", "C", "C", "O", "O", "H", "H", "H", "H", "H", "H", "C", "C", "C", "C", "C", "C", "Te", "N", "C", "O", "C", "C", "C", "C", "C", "C", "C", "C", "C", "C", "C", "C", "C", "C", "C", "C", "H", "H", "H", "H", "H", "H", "H", "H", "H", "H", "H", "H", "H", "H", "H", "H", "H", "H", "H", "H", "H", "H", "H", "O", "S", "C", "C", "C", "C", "H", "H", "H", "H", "H", "H", "H", "H"],
  "xyz": [[3.5473, 0.3460, 1.5119], [4.1812, -1.1064, 3.4574], [3.5393, -2.4131, 3.7096], [2.0207, -2.2889, 3.6579], [1.5692, -1.7787, 2.3058], [1.0821, -2.4945, 1.4657], [1.7583, -0.4762, 2.0916], [5.1950, -1.2073, 3.4708], [3.9602, -0.4820, 4.2352], [3.8511, -2.8200, 4.6758], [3.8774, -3.1085, 2.9412], [1.6745, -1.6143, 4.4437], [1.5835, -3.2724, 3.8192], [-7.2987, 1.0068, 0.9355], [-5.8054, 0.9227, 0.8667], [-5.0820, 1.7154, -0.0193], [-3.7013, 1.6413, -0.1192], [-2.9892, 2.5165, -1.1050], [-3.0451, 0.7343, 0.7259], [-0.9867, 0.4730, 0.6516], [-0.4142, 2.3658, 0.5672], [0.8603, 2.7267, 0.2160], [1.8405, 1.9800, 0.3805], [0.9025, 4.0555, -0.4105], [1.7987, 4.2707, -1.4617], [1.8074, 5.4921, -2.1038], [0.9389, 6.4996, -1.6916], [0.0595, 6.2932, -0.6383], [0.0246, 5.0646, -0.0023], [-0.6437, -0.1367, -1.3274], [-0.1109, 0.7402, -2.2625], [0.1199, 0.2820, -3.5511], [-0.1808, -1.0321, -3.8745], [-0.6996, -1.8935, -2.9208], [-0.9323, -1.4698, -1.6147], [-1.4549, -2.4122, -0.5739], [-3.7270, -0.0703, 1.6467], [-3.0920, -1.0298, 2.6148], [-5.1112, 0.0437, 1.6865], [-7.6863, 1.7762, 0.2733], [-7.6240, 1.2298, 1.9511], [-7.7476, 0.0548, 0.6524], [-5.6121, 2.4071, -0.6612], [-3.7094, 3.0227, -1.7428], [-2.3279, 1.9423, -1.7511], [-2.3931, 3.2803, -0.6004], [2.4736, 3.4785, -1.7596], [2.4875, 5.6686, -2.9253], [0.9534, 7.4545, -2.1971], [-0.5935, 7.0902, -0.3131], [-0.6487, 4.8898, 0.8245], [0.1067, 1.7704, -2.0133], [0.5189, 0.9535, -4.2978], [-0.0120, -1.3898, -4.8810], [-0.9322, -2.9144, -3.1885], [-1.7097, -3.3747, -1.0135], [-2.3687, -2.0321, -0.1081], [-0.7049, -2.5946, 0.1995], [-2.0089, -1.1437, 2.5180], [-3.5261, -2.0228, 2.4998], [-3.2868, -0.7023, 3.6364], [-5.6605, -0.5713, 2.3886], [4.3908, -1.3895, 0.4457], [4.9571, -2.5271, -0.4165], [4.1379, -2.3601, -2.0339], [3.2214, -3.5686, -2.2288], [2.7587, -3.9893, -0.8390], [4.0326, -4.0235, -0.0077], [4.9116, -2.2621, -2.7919], [3.5962, -1.4155, -1.9546], [3.7816, -4.3774, -2.7001], [2.3931, -3.3169, -2.8886], [2.2657, -4.9595, -0.8391], [2.0634, -3.2600, -0.4168], [4.6859, -4.8507, -0.2914], [3.8992, -4.0363, 1.0715]]
}

Table of molecular weight (u), in record order: 625.2, 332.4, 96.1, 417.6, 528.5, 768.0